ORCA calculation (ωB97M-V/def2-TZVPD) on a molecular structure, C23H32ClN6O2Pd.

Properties
**Orbital gap (alpha / beta)**: 7.519 / 5.667 eV

Geometry as ORCA input:
```
! RIJCOSX wB97M-V def2-TZVPD def2/J DEFGRID3
* xyz 3 5
Pd 0.524 -0.360 0.329
C 1.471 -0.095 -2.859
N 0.541 -1.211 -3.025
C 1.088 -2.367 -3.751
C -0.658 -1.222 -2.461
N -0.854 -0.447 -1.335
C -2.013 0.214 -1.124
C -3.019 0.471 -2.100
C -4.207 1.008 -1.724
C -4.476 1.297 -0.345
C -3.492 1.186 0.593
C -2.207 0.751 0.210
N -1.119 0.731 1.026
C -1.033 1.485 2.174
N -0.506 0.917 3.259
C 0.343 1.657 4.203
C -0.543 -0.526 3.478
N -1.412 2.760 2.196
C -1.402 3.624 1.010
C -1.931 3.418 3.408
N -1.633 -1.988 -2.951
C -1.781 -2.261 -4.389
C -2.653 -2.613 -2.100
H 1.969 0.086 -3.810
H 2.238 -0.336 -2.120
H 0.941 0.811 -2.576
H 2.079 -2.572 -3.346
H 1.181 -2.156 -4.815
H 0.464 -3.241 -3.601
H -2.831 0.238 -3.138
H -4.969 1.205 -2.466
H -5.465 1.627 -0.055
H -3.685 1.430 1.628
H 0.467 2.686 3.884
H 1.322 1.177 4.225
H -0.078 1.634 5.207
H -1.231 -1.005 2.787
H -0.891 -0.725 4.492
H 0.457 -0.955 3.383
H -0.852 3.159 0.199
H -0.909 4.557 1.280
H -2.418 3.850 0.686
H -2.042 2.703 4.215
H -2.909 3.833 3.165
H -1.278 4.232 3.718
H -1.153 -1.588 -4.967
H -2.825 -2.083 -4.649
H -1.540 -3.294 -4.635
H -2.456 -2.411 -1.051
H -2.621 -3.690 -2.259
H -3.648 -2.253 -2.362
Cl 7.716 -1.711 1.459
C 6.197 -1.100 1.159
C 6.023 0.276 0.859
C 4.776 0.769 0.650
C 3.611 -0.087 0.711
O 2.474 0.443 0.561
C 3.812 -1.498 0.978
C 2.715 -2.461 1.000
O 1.558 -2.237 0.653
C 5.073 -1.973 1.213
H 6.894 0.917 0.809
H 4.613 1.817 0.436
H 2.958 -3.478 1.335
H 5.236 -3.022 1.437
*
```